Entry from the OMol25 dataset: a 11-piece molecular cluster, C99H209N11O11 overall in a non-equilibrium geometry (the ωB97M-V functional and the def2-TZVPD basis).

Output
gap between HOMO and LUMO	8.176	eV
HOMO energy	-7.78	eV
LUMO level	0.395	eV
relative energy (zero: lowest compared OMol25 entry of this formula, charge and spin)	144.0	kcal/mol

ORCA input file:
```
! wB97M-V def2-TZVPD RIJCOSX def2/J DEFGRID3
* xyz 0 1
C 5.59023 -3.12966 -3.03708
C 4.59586 -3.51722 -4.08413
C 3.21361 -3.37398 -3.37118
C 2.02043 -3.40083 -4.23973
C 2.13207 -2.35503 -5.29500
C 3.50716 -2.37187 -6.15804
N 4.70261 -2.55981 -5.25252
O 5.87264 -2.55511 -5.99213
C 3.28937 -3.53475 -7.03602
C 3.57727 -0.98167 -6.90313
C 4.83336 -4.98041 -4.52422
H 5.80044 -2.09541 -2.76459
H 6.54078 -3.65403 -3.13507
H 5.16082 -3.52301 -2.11568
H 3.13397 -4.20206 -2.66687
H 3.20705 -2.41978 -2.84434
H 1.12839 -3.20357 -3.64521
H 2.00160 -4.39393 -4.68860
H 1.98945 -1.44428 -4.71338
H 1.28347 -2.53579 -5.95478
H 2.62945 -3.23701 -7.85085
H 4.20295 -3.88634 -7.51546
H 2.84952 -4.46967 -6.68879
H 3.67217 -0.19712 -6.15242
H 4.51295 -0.85147 -7.44687
H 2.75442 -0.79693 -7.59371
H 3.96879 -5.35028 -5.07540
H 4.83940 -5.70085 -3.70628
H 5.72008 -5.16435 -5.13085
H 6.01208 -1.60554 -5.97039
C 0.32561 4.69883 3.67037
C 1.00702 5.89072 2.86083
C 1.45368 5.37761 1.56057
C 1.74372 6.34368 0.41977
C 0.53740 7.27520 0.29158
C 0.05368 7.95631 1.59987
N -0.02959 6.94069 2.70956
O -0.51670 7.41105 3.96305
C 1.06659 9.07793 2.02749
C -1.40087 8.46754 1.40752
C 2.26717 6.45517 3.65651
H 0.99165 3.83866 3.73806
H -0.58931 4.37573 3.17375
H 0.03084 5.03151 4.66563
H 2.34548 4.77045 1.71595
H 0.60770 4.83059 1.14438
H 2.06047 5.70456 -0.40442
H 2.66615 6.77005 0.81404
H -0.28214 6.82409 -0.26783
H 0.84012 8.10425 -0.34806
H 1.03977 9.96636 1.39656
H 0.88447 9.44256 3.03841
H 2.12610 8.82448 2.06384
H -2.11872 7.68581 1.15911
H -1.81799 8.84258 2.34212
H -1.28790 9.16469 0.57727
H 2.06367 6.84344 4.65447
H 2.79558 7.22998 3.10104
H 2.90432 5.59647 3.86817
H -1.33720 6.92627 4.07869
C -4.28947 1.31451 11.09751
C -3.29865 2.13888 10.19217
C -1.93277 1.68321 10.72086
C -0.90130 1.75846 9.66013
C -1.36385 1.06997 8.35114
C -2.65988 1.67247 7.74260
N -3.65519 1.70095 8.83333
O -4.91612 1.88414 8.43275
C -2.36918 2.97785 7.15784
C -2.94974 0.68187 6.56271
C -3.41397 3.64700 10.37038
H -5.29271 1.72311 10.97642
H -4.01607 1.26365 12.15143
H -4.24398 0.34251 10.60633
H -1.56931 2.40195 11.45528
H -1.89006 0.73485 11.25648
H 0.01640 1.27708 9.99808
H -0.57656 2.78381 9.48324
H -1.46399 0.00480 8.55972
H -0.59733 1.19359 7.58612
H -1.96792 3.68965 7.87924
H -1.78725 2.90031 6.23945
H -3.32567 3.36782 6.80978
H -3.02424 -0.40033 6.66955
H -3.91949 0.87670 6.10475
H -2.10663 0.69181 5.87192
H -3.38366 3.84583 11.44166
H -4.29230 3.94131 9.79593
H -2.53229 4.04255 9.86610
H -5.32367 1.01520 8.45358
C -1.49049 1.18026 -4.57050
C -1.86161 0.66419 -5.98365
C -2.25765 -0.78870 -5.80392
C -3.10720 -1.39473 -6.88294
C -4.33433 -0.55368 -6.98346
C -4.13142 0.97563 -7.26935
N -3.03692 1.50929 -6.44487
O -2.71816 2.78535 -6.79812
C -3.79565 1.08127 -8.80692
C -5.36555 1.83305 -7.07842
C -0.54933 0.66657 -6.82395
H -2.14427 0.97682 -3.72239
H -1.29944 2.25327 -4.55472
H -0.54910 0.72670 -4.26040
H -1.35687 -1.39072 -5.68447
H -2.82827 -0.80384 -4.87533
H -3.31657 -2.44857 -6.69937
H -2.55883 -1.58803 -7.80490
H -4.85375 -0.62336 -6.02771
H -4.93564 -0.89615 -7.82562
H -3.69432 2.10143 -9.17720
H -2.86193 0.57115 -9.04367
H -4.59277 0.65314 -9.41472
H -5.58669 2.52235 -7.89331
H -6.26642 1.23819 -6.92784
H -5.32492 2.37160 -6.13162
H 0.27226 0.20329 -6.27763
H -0.15304 1.66469 -7.01051
H -0.56564 0.16703 -7.79259
H -2.87043 3.35164 -6.03802
C 3.10120 1.89771 3.42679
C 4.23394 0.88277 3.52226
C 4.13761 -0.14274 2.40674
C 4.63724 0.44647 1.04160
C 6.10664 0.94446 1.20226
C 6.34259 1.93765 2.35243
N 5.62148 1.42765 3.58042
O 5.88712 2.29683 4.67115
C 7.87492 1.90746 2.58541
C 5.92724 3.35320 1.91878
C 4.14181 0.16028 4.81798
H 3.28232 2.87119 3.88247
H 2.21999 1.50265 3.93225
H 2.80416 2.14933 2.40867
H 4.66913 -1.04920 2.69643
H 3.14680 -0.49269 2.11703
H 4.02462 1.25878 0.65054
H 4.58584 -0.30886 0.25742
H 6.53267 1.50735 0.37174
H 6.70180 0.04443 1.35661
H 8.36515 2.51215 1.82244
H 8.07764 2.51844 3.46502
H 8.23879 0.88716 2.70655
H 6.10947 3.40907 0.84558
H 4.88657 3.61402 2.11132
H 6.49040 4.06189 2.52598
H 4.31249 0.70782 5.74489
H 4.93630 -0.57444 4.94860
H 3.18391 -0.35893 4.78700
H 5.47694 3.09401 4.32785
C 2.52349 -5.81236 6.07962
C 1.30320 -5.63857 5.14860
C 0.06906 -6.45322 5.67280
C -0.63229 -5.83789 6.95772
C -1.01004 -4.38191 6.67597
C 0.12282 -3.48392 6.12127
N 0.83007 -4.23259 5.05215
O 1.64505 -3.39856 4.31157
C -0.49943 -2.21491 5.53521
C 1.10823 -3.12492 7.30317
C 1.69766 -6.24482 3.71991
H 3.04552 -6.76190 5.96151
H 2.22042 -5.75590 7.12513
H 3.19697 -4.99529 5.82090
H -0.73201 -6.60614 4.94960
H 0.36519 -7.45008 5.99941
H -0.05355 -6.14068 7.83035
H -1.55619 -6.41486 6.99779
H -1.30790 -3.92944 7.62182
H -1.94149 -4.36251 6.11017
H -1.25977 -2.37576 4.77094
H -1.10827 -1.79789 6.33739
H 0.21658 -1.47193 5.18387
H 0.81870 -2.15061 7.69685
H 1.09334 -3.78409 8.17115
H 2.14531 -3.04898 6.97638
H 1.87175 -7.32044 3.69114
H 2.54225 -5.71591 3.27831
H 0.91066 -6.14169 2.97285
H 1.17561 -3.49429 3.47967
C 5.48470 3.31202 -6.03419
C 5.05796 2.97772 -4.52433
C 5.84969 3.92381 -3.58376
C 5.08252 5.25551 -3.40338
C 3.59327 4.97369 -3.14892
C 2.81508 4.08579 -4.14413
N 3.59445 2.85990 -4.26221
O 2.92668 1.99753 -5.23450
C 1.47125 3.69838 -3.45223
C 2.61010 4.96154 -5.45254
C 5.58680 1.57720 -4.17177
H 6.44923 2.86336 -6.27187
H 5.57585 4.34833 -6.35954
H 4.88214 2.77090 -6.76373
H 6.11593 3.48953 -2.62011
H 6.72538 4.32749 -4.09201
H 5.28149 5.90016 -4.25950
H 5.42512 5.73866 -2.48834
H 3.05963 5.92041 -3.06499
H 3.50013 4.51620 -2.16397
H 0.87699 2.92384 -3.93705
H 1.63082 3.38154 -2.42158
H 0.84061 4.58730 -3.46658
H 1.88242 4.58266 -6.17021
H 2.24317 5.95866 -5.20924
H 3.60878 5.10945 -5.86345
H 5.12433 1.17972 -3.26833
H 6.67005 1.63273 -4.06415
H 5.40835 0.89904 -5.00625
H 2.98950 1.15195 -4.78433
C -3.11729 7.06625 -5.73735
C -2.13063 7.02456 -4.50869
C -2.49088 8.23091 -3.50606
C -3.62660 7.84016 -2.45641
C -3.34981 6.45013 -1.84162
C -3.14453 5.26150 -2.84483
N -2.13262 5.67858 -3.85553
O -1.73524 4.72320 -4.62049
C -2.59719 4.01723 -2.12785
C -4.47533 4.85024 -3.43729
C -0.63889 7.25680 -4.94181
H -3.79977 7.91392 -5.79889
H -3.86855 6.27753 -5.77759
H -2.53647 7.02640 -6.65886
H -1.69441 8.50090 -2.81264
H -2.81555 9.11225 -4.05917
H -4.61956 7.83511 -2.90597
H -3.72964 8.54126 -1.62820
H -4.17763 6.18825 -1.18263
H -2.45238 6.48569 -1.22399
H -1.55697 4.14596 -1.82875
H -3.22571 3.69098 -1.29923
H -2.64328 3.12450 -2.75155
H -4.52944 3.91671 -3.99736
H -5.18068 4.83796 -2.60637
H -5.01017 5.67630 -3.90598
H -0.57559 8.19157 -5.49885
H -0.21214 6.51133 -5.61283
H 0.00319 7.39389 -4.07174
H -0.81629 4.63875 -4.35591
C -2.73216 -4.93638 0.56177
C -3.72144 -5.55868 1.58847
C -3.67602 -4.84980 2.97804
C -4.58021 -3.60174 3.11842
C -5.92324 -3.83367 2.54254
C -5.98670 -4.43812 1.10946
N -5.13610 -5.64816 1.13436
O -5.22601 -6.38070 -0.11211
C -7.47036 -4.84022 0.99793
C -5.64847 -3.38475 0.02348
C -3.21415 -7.03491 1.90357
H -3.20242 -4.84124 -0.41695
H -1.80518 -5.50911 0.53366
H -2.34175 -3.95033 0.81355
H -3.69728 -5.54021 3.82123
H -2.71080 -4.34405 3.00429
H -4.16311 -2.86602 2.43077
H -4.60958 -3.18463 4.12502
H -6.23100 -2.78971 2.48319
H -6.60084 -4.37223 3.20502
H -7.79515 -5.45454 1.83771
H -8.04986 -3.92252 0.89742
H -7.74094 -5.29318 0.04414
H -6.11801 -3.73487 -0.89579
H -6.01859 -2.40358 0.32085
H -4.56368 -3.29161 -0.02812
H -3.82772 -7.56672 2.63078
H -2.16742 -7.08406 2.20366
H -3.34934 -7.74581 1.08844
H -5.62696 -7.20940 0.16007
C -1.12668 -1.90256 -1.26223
C -0.16149 -1.02589 -0.44441
C 0.09647 0.27222 -1.26135
C -1.06034 1.28120 -0.98209
C -1.19586 1.57886 0.50734
C -1.49345 0.29387 1.33844
N -0.48554 -0.78975 0.99241
O -0.76136 -1.90372 1.66304
C -1.22630 0.75324 2.77793
C -2.92279 -0.18593 1.08001
C 1.21142 -1.78534 -0.45797
H -0.73294 -2.13135 -2.25254
H -2.11852 -1.47843 -1.41859
H -1.30521 -2.86461 -0.78190
H 1.00668 0.73908 -0.88494
H 0.28251 0.08629 -2.31913
H -2.01790 0.96662 -1.39709
H -0.76594 2.14378 -1.57992
H -2.07699 2.21352 0.60168
H -0.25648 2.02476 0.83421
H -2.04300 1.36561 3.16018
H -1.00954 -0.08333 3.44222
H -0.35831 1.38884 2.95315
H -3.62483 0.64692 1.03992
H -2.94989 -0.85111 0.21693
H -3.21853 -0.85481 1.88824
H 1.08751 -2.76464 0.00431
H 2.06183 -1.37900 0.08956
H 1.46219 -1.98231 -1.50029
H -0.03481 -1.92259 2.29023
C 1.18957 -6.78615 0.23817
C 0.67907 -7.71849 -0.88157
C 0.02833 -8.99068 -0.21507
C -0.76905 -9.84159 -1.23001
C -1.84086 -8.95842 -1.90877
C -1.22354 -7.77315 -2.67624
N -0.34554 -7.02344 -1.69576
O 0.09194 -5.76812 -2.11305
C -0.53627 -8.19202 -3.99475
C -2.50631 -7.01373 -3.04248
C 1.93054 -8.00870 -1.72044
H 1.88076 -5.98763 -0.03150
H 1.64755 -7.40210 1.01209
H 0.40611 -6.15216 0.65333
H 0.89684 -9.55564 0.12346
H -0.72658 -8.65320 0.49506
H -1.29883 -10.65781 -0.73887
H -0.03155 -10.31379 -1.87902
H -2.63796 -8.59097 -1.26246
H -2.25729 -9.59653 -2.68819
H -1.20287 -8.29413 -4.85108
H 0.26319 -7.50153 -4.26347
H -0.04662 -9.15174 -3.82954
H -3.25612 -7.66718 -3.48846
H -2.82391 -6.41147 -2.19130
H -2.28036 -6.18180 -3.70952
H 1.74402 -8.69911 -2.54302
H 2.70186 -8.44206 -1.08377
H 2.43952 -7.19079 -2.23041
H -0.77456 -5.36223 -2.03537
*
```

---

Entry from the OMol25 dataset: C9H10AuNO6 as an isolated structure in a non-equilibrium geometry (the ωB97M-V functional and the def2-TZVPD basis).

Output
gap between HOMO and LUMO (alpha / beta)	8.901 / 5.441	eV
expectation value of S²	2.030
HOMO energy (alpha / beta)	-16.23 / -16.84	eV
LUMO level (alpha / beta)	-7.332 / -11.395	eV

ORCA input file:
```
! wB97M-V def2-TZVPD RIJCOSX def2/J DEFGRID3
* xyz 2 3
O 0.51641 0.08559 -5.05293
C 0.37535 -0.60018 -4.16352
Au -0.78842 -1.60748 -1.99185
O -2.31640 0.93601 -2.84188
C -1.88553 -0.07550 -2.50959
C -2.58173 -1.69111 0.27186
O -3.28315 -1.49139 1.13856
C 0.49025 -3.11004 -1.26101
O 0.44135 -3.45817 -0.10649
C -2.13450 -4.07163 -3.16437
O -2.61992 -4.97270 -3.66275
H 1.20594 -3.57263 -1.98977
C 1.60727 2.21606 2.70296
N 0.51960 1.88663 1.80388
C -0.71137 2.62923 1.99196
C 0.56171 0.87061 0.88440
C 1.87164 0.15413 0.72477
O -0.44676 0.57437 0.22113
H 1.29445 3.06475 3.31609
H 2.51264 2.48672 2.14929
H 1.85388 1.37331 3.36370
H -1.45428 2.30720 1.26355
H -1.09567 2.47452 3.00155
H -0.52089 3.70131 1.86833
H 2.07080 -0.49214 1.59310
H 1.81123 -0.47362 -0.16280
H 2.70610 0.85615 0.61185
*
```

---

Entry from the OMol25 dataset: a 2-piece molecular cluster, C9H10BBrClNO2 overall in a non-equilibrium geometry (the ωB97M-V functional and the def2-TZVPD basis).

Output
gap between HOMO and LUMO (alpha / beta)	7.223 / 7.225	eV
HOMO energy (alpha / beta)	-8.02 / -8.02	eV
LUMO level (alpha / beta)	-0.795 / -0.793	eV
relative energy (zero: lowest compared OMol25 entry of this formula, charge and spin)	27.2	kcal/mol

ORCA input file:
```
! wB97M-V def2-TZVPD RIJCOSX def2/J DEFGRID3
* xyz 0 1
B -3.14668 -0.54826 -0.35717
C 0.05107 1.92764 0.37777
C 1.25862 2.21694 -0.41285
C -0.10825 0.72715 0.98654
C 2.31020 1.28468 -0.43785
C 1.01563 -0.15721 1.03340
C 2.25516 0.02476 0.21226
C 0.94266 -1.30125 1.77775
C -1.95646 -2.87544 0.24209
C -1.96754 -1.66437 -0.38746
N 3.01844 -0.95413 0.14091
O -2.92936 0.66135 -0.98175
O -4.27084 -0.96884 0.26548
Cl -0.60176 -1.24219 -1.47495
Br 4.57874 -0.90293 -0.83459
H -0.80490 2.66037 0.33803
H 1.36557 3.12492 -1.00329
H -0.92645 0.41808 1.62036
H 3.21784 1.64377 -1.03091
H 1.64303 -2.13931 1.69441
H 0.12291 -1.51874 2.27965
H -2.75938 -3.21728 0.78762
H -1.06203 -3.53563 0.28372
H -3.24328 1.42846 -0.49980
H -4.97313 -0.33178 0.36001
*
```

---

Entry from the OMol25 dataset: C9H10Cl3LaNO2 as an isolated structure in a non-equilibrium geometry (the ωB97M-V functional and the def2-TZVPD basis).

Output
gap between HOMO and LUMO (alpha / beta)	6.814 / 5.763	eV
HOMO energy (alpha / beta)	-4.40 / -3.24	eV
LUMO level (alpha / beta)	2.412 / 2.524	eV
relative energy (zero: lowest compared OMol25 entry of this formula, charge and spin)	123.6	kcal/mol

ORCA input file:
```
! wB97M-V def2-TZVPD RIJCOSX def2/J DEFGRID3
* xyz -1 1
C -0.35373 1.17423 -2.52066
C 1.05389 1.28374 -2.29243
C 1.24445 2.26409 -1.27181
C -0.03211 2.73906 -0.85747
C -1.01419 2.07422 -1.61913
La -0.64491 -0.53157 -0.33414
N -3.49230 -0.24252 -1.37133
C 0.67874 -2.47067 -0.44694
C 1.69572 -2.27030 -1.39667
H 2.21577 2.64383 -0.91717
H 1.82366 0.81206 -2.87666
H -0.21451 3.54819 -0.13669
H -2.10211 2.23034 -1.56979
H -0.85079 0.51852 -3.24048
H 1.38686 -1.97403 -2.39640
H 0.23408 -2.27859 0.58232
H -3.11356 -1.23481 -1.37064
H 2.78053 -2.49623 -1.29137
H -0.16903 -3.07485 -0.99442
Cl 0.70037 -1.77027 5.05724
C -0.17138 -0.36805 4.37378
Cl -1.86406 -0.40100 4.92931
Cl 0.63765 1.14230 4.88709
C -0.15205 -0.42209 2.78480
O 0.80242 -1.04369 2.22977
O -1.07943 0.14808 2.05990
*
```